[1]
The following is a quantum chemistry calculation of 2 unconnected molecules or ions with the total composition C3H4O3, from the Open Molecules 2025 dataset.

Each line ends with the natural charge from an NBO analysis.
Cartesian coordinates (Å):
C -0.03749 -1.90669 -1.91015  -0.138
C 0.72690 -1.54117 -1.05789  -0.330
C 0.07874 1.38407 0.89672  0.980
O 1.15141 1.59240 0.40977  -0.610
O -0.66125 2.36162 1.54008  -0.682
O -0.56795 0.17130 0.75900  -0.721
H -0.99722 -2.28140 -2.18913  0.238
H 1.66875 -1.24692 -0.75243  0.252
H -1.46502 1.89764 2.01561  0.500
H 0.10313 -0.43086 0.28842  0.511

Atomic forces in eV per Å
C -1.545 -0.337 1.088
C 0.445 -0.468 -1.613
C -0.903 -0.114 -0.452
O -0.190 0.211 0.448
O -1.372 -2.960 0.744
O 1.305 0.763 0.302
H 0.150 -0.015 -0.755
H 1.344 0.529 0.971
H 2.254 1.262 -1.496
H -1.488 1.130 0.764

Properties
Electronic energy, eV: -9315.928
SMILES string: O=C(O)O.C#C
ΔE to the lowest compared entry with this formula, charge and spin, kcal per mole: 63.9
Frontier orbital gap, eV: 11.56

---

[2]
The following is a quantum chemistry calculation of 19 unconnected molecules or ions with the total composition C61H90IN21O5S, from the Open Molecules 2025 dataset.

Each line ends with the Löwdin charge.
Cartesian coordinates (Å):
C 4.18846 -6.31840 1.06447  -0.130
O 2.95494 -5.50983 1.09860  -0.244
C 2.99909 -4.70761 -0.15047  -0.190
C 1.74562 -3.65088 -0.16605  -0.086
C 0.57179 -3.79007 -1.07125  -0.485
I 0.33844 -5.42013 -2.53135  0.831
C -0.66343 -2.66828 -0.95756  -0.163
O -1.84379 -3.07294 -1.46932  -0.083
C -0.41066 -1.15597 -0.30368  -0.060
O -1.26325 0.01750 -0.54923  -0.128
C -2.67301 -0.24088 -0.17435  -0.161
C -3.59087 0.12082 -1.48438  -0.288
C -4.08080 1.71153 -1.45430  -0.093
C -4.95103 -0.77910 -1.65108  -0.348
C -5.68345 -1.20169 -0.24656  -0.133
C -4.74971 -2.12873 -2.60273  -0.119
C 0.79162 -0.99488 0.60853  0.005
C 1.12928 0.45058 1.30684  -0.145
C 2.70122 0.66651 1.72367  -0.228
C 3.77389 0.48581 0.49393  -0.196
C 5.34305 0.81765 0.96717  -0.202
C 6.17892 1.70107 -0.13299  -0.208
C 7.53947 0.91971 -0.71204  -0.267
C 7.53644 0.81997 -2.37370  -0.502
S 9.25042 0.44156 -3.08293  0.874
C 9.61203 -1.39999 -3.02607  -0.307
N 9.17374 -2.33984 -1.91981  -0.007
N 9.65521 -3.63546 -2.21396  -0.030
C 10.42297 -3.52705 -3.51438  -0.091
O 10.40861 -2.13555 -4.05269  -0.107
C 1.70723 -2.36592 0.88995  -0.121
O 2.44425 -2.53343 2.01648  -0.035
H 4.77363 -6.28163 0.05122  0.096
H 3.99983 -7.45304 1.34217  0.106
H 4.90313 -5.85830 1.90150  0.107
H 4.03531 -4.14473 -0.13664  0.143
H 3.01958 -5.47173 -1.03671  0.096
H -3.05068 0.47695 0.70155  0.140
H -2.85443 -1.34802 0.22660  0.140
H -2.92358 -0.09189 -2.43814  0.143
H -3.21395 2.33462 -0.97493  0.083
H -5.09124 1.73009 -0.86295  0.084
H -4.32908 1.98624 -2.56757  0.089
H -5.72608 -0.09876 -2.25237  0.132
H -5.66715 -2.37991 -0.17247  0.066
H -6.83253 -0.89915 -0.35288  0.075
H -5.28741 -0.65379 0.70857  0.073
H -4.60758 -3.11265 -1.94415  0.076
H -3.87561 -1.99275 -3.39439  0.082
H -5.73345 -2.32036 -3.24776  0.046
H 0.50574 0.47997 2.32411  0.136
H 0.77363 1.38704 0.69315  0.122
H 2.79847 1.79420 2.09564  0.116
H 3.04452 0.00686 2.65729  0.121
H 3.82123 -0.62369 0.05915  0.118
H 3.51216 1.25040 -0.37520  0.099
H 5.91592 -0.20560 1.15146  0.094
H 5.38939 1.40944 1.98586  0.108
H 6.59709 2.72464 0.31671  0.105
H 5.48754 1.86471 -1.07027  0.090
H 7.62676 -0.17452 -0.28155  0.065
H 8.53600 1.51798 -0.44638  0.094
H 6.77949 0.02964 -2.78857  0.068
H 7.17201 1.87351 -2.76845  0.040
H 10.95257 -4.48784 -3.94536  0.137
C -6.48027 -3.91171 3.29554  -0.063
C -7.20315 -2.72210 2.68516  -0.178
N -7.80285 -1.73528 2.17868  0.115
H -6.30850 -3.73684 4.36118  0.079
H -7.08329 -4.81594 3.17571  0.078
H -5.51710 -4.05766 2.79894  0.079
C -9.48463 0.49947 4.12568  -0.073
C -9.53685 0.68866 5.63293  -0.170
N -9.58022 0.84548 6.88332  0.083
H -8.89515 1.29967 3.66975  0.083
H -9.02385 -0.46287 3.88650  0.031
H -10.49641 0.52248 3.71171  0.082
C 8.43389 -4.15558 -6.42209  -0.080
C 6.91421 -4.12885 -6.43425  -0.206
N 5.65350 -4.10678 -6.44426  0.082
H 8.82635 -3.27564 -6.93916  0.080
H 8.79851 -4.15498 -5.39123  0.034
H 8.79505 -5.05573 -6.92698  0.076
C 7.43619 6.03234 -0.89705  -0.116
C 7.91590 4.77821 -1.60932  -0.175
N 8.31374 3.73779 -2.20026  0.123
H 8.25729 6.47348 -0.32531  0.020
H 7.07868 6.76262 -1.62815  0.043
H 6.61971 5.78377 -0.21355  0.062
C 12.13513 6.27766 -1.76046  -0.070
C 11.18502 6.09790 -0.58773  -0.182
N 10.39692 5.94872 0.38520  0.096
H 11.68506 6.93774 -2.50706  0.078
H 13.07427 6.71860 -1.41519  0.076
H 12.34512 5.30895 -2.22210  0.077
C -8.35636 -4.24131 -0.77529  -0.094
C -8.18459 -3.24459 -1.90991  -0.190
N -8.04198 -2.41770 -2.85112  0.100
H -9.23375 -4.86754 -0.95887  0.007
H -7.47179 -4.88001 -0.70305  0.077
H -8.49001 -3.70982 0.17089  0.047
C -11.29174 -8.31904 -0.61529  -0.065
C -10.44545 -7.35777 -1.43385  -0.171
N -9.74333 -6.56026 -2.11281  0.105
H -11.75194 -9.06247 -1.27194  0.080
H -10.66663 -8.83220 0.12060  0.079
H -12.07940 -7.76982 -0.09227  0.062
C 3.02528 4.48396 -0.92537  -0.069
C 3.87157 5.44523 -1.74394  -0.169
N 4.57368 6.24274 -2.42289  0.117
H 2.56508 3.74052 -1.58203  0.078
H 3.65039 3.97080 -0.18949  0.063
H 2.23762 5.03318 -0.40235  0.079
C 7.06136 9.16427 2.12425  -0.079
C 6.65799 9.25129 0.66137  -0.206
N 6.32344 9.32338 -0.55224  0.098
H 6.50004 9.89745 2.70996  0.075
H 6.85029 8.16322 2.51024  0.074
H 8.13050 9.36816 2.22901  0.077
C 7.52528 -2.34418 3.20277  -0.078
C 8.37157 -1.38291 2.38420  -0.200
N 9.07368 -0.58540 1.70525  0.111
H 7.06508 -3.08762 2.54611  0.072
H 8.15039 -2.85734 3.93865  0.073
H 6.73762 -1.79496 3.72579  0.074
C 5.26136 4.75771 -5.43079  -0.081
C 4.85799 4.84473 -6.89367  -0.175
N 4.52344 4.91682 -8.10728  0.089
H 4.70004 5.49089 -4.84508  0.039
H 5.05029 3.75666 -5.04480  0.076
H 6.33050 4.96160 -5.32603  0.078
C -13.37237 -4.60266 -1.76734  -0.077
C -13.67906 -5.00551 -0.33418  -0.216
N -13.93354 -5.33959 0.85477  0.079
H -12.96656 -5.45704 -2.31600  0.065
H -14.28601 -4.26276 -2.26268  0.077
H -12.63885 -3.79183 -1.77792  0.078
C 13.63672 0.40764 -3.83306  -0.048
C 12.13875 0.41445 -3.57551  0.009
N 10.89606 0.41998 -3.36181  -0.311
H 13.96842 1.40632 -4.13018  0.080
H 14.16965 0.11069 -2.92562  0.034
H 13.87434 -0.29904 -4.63291  0.083
C -12.19296 -0.26311 8.83193  -0.068
C -13.60586 0.29512 8.78299  -0.193
N -14.77801 0.75816 8.74249  0.082
H -11.57523 0.21851 8.06895  0.025
H -11.75281 -0.07787 9.81559  0.082
H -12.21117 -1.34068 8.64720  0.061
C 5.53176 5.24102 -11.26076  -0.093
C 6.93659 4.89293 -11.72506  -0.216
N 8.10207 4.60423 -12.11014  0.066
H 4.80074 4.62221 -11.78836  0.075
H 5.43951 5.06282 -10.18589  0.012
H 5.32128 6.29411 -11.46645  0.075
C -17.23725 1.20081 6.16061  -0.095
C -17.64062 1.28783 4.69773  -0.215
N -17.97518 1.35992 3.48412  0.078
H -17.79857 1.93399 6.74632  0.077
H -17.44832 0.19976 6.54660  0.063
H -16.16811 1.40470 6.26537  0.056
C -11.30365 4.11259 7.67004  -0.085
C -11.22208 5.14222 6.55491  -0.213
N -11.15428 5.99639 5.62984  0.078
H -12.32842 3.74214 7.76113  0.070
H -10.63935 3.27219 7.45080  0.039
H -11.00329 4.56580 8.61872  0.076
C 15.66488 -0.39389 0.27744  -0.071
C 15.83664 0.60283 -0.85718  -0.197
N 15.97926 1.42972 -1.79839  0.094
H 14.78749 -1.02013 0.09386  0.078
H 16.54945 -1.03259 0.34968  0.078
H 15.53122 0.13760 1.22362  0.080
C -15.63476 -2.74214 7.37053  -0.079
C -14.31775 -3.47400 7.57094  -0.209
N -13.22513 -4.08105 7.73713  0.080
H -16.42827 -3.24190 7.93291  0.079
H -15.54508 -1.71043 7.72149  0.038
H -15.90006 -2.73561 6.30979  0.079

Atomic forces in eV per Å
C 1.173 -0.292 1.387
O 1.510 -0.269 -2.314
C 0.071 0.487 0.754
C -3.034 0.091 -2.148
C 2.615 2.013 3.216
I 0.072 1.599 1.421
C -4.641 -2.001 -2.616
O 7.163 2.944 3.268
C 3.249 0.291 2.485
O 0.921 -3.784 1.205
C -2.282 -0.144 0.067
C -0.345 -0.153 -0.331
C 0.296 -1.646 -0.342
C -0.379 -0.254 -0.778
C -1.183 0.159 -0.807
C -0.577 -0.164 -0.408
C -2.647 -0.904 -2.565
C 0.081 -0.523 1.277
C 0.702 0.367 0.203
C 0.784 0.165 0.108
C 0.263 0.043 0.294
C 1.002 -0.510 -0.476
C 0.265 -0.236 -0.975
C -3.270 -1.284 1.072
S -5.174 1.137 1.751
C -1.428 -4.568 3.017
N 2.699 1.692 -5.377
N 2.792 3.407 -5.960
C -2.859 1.146 4.419
O -2.168 -2.280 4.288
C 2.877 -1.124 4.180
O -4.564 1.535 -6.929
H -1.312 -0.022 1.768
H 0.065 2.446 -0.602
H -1.360 -1.076 -1.806
H -2.189 -0.659 -0.207
H -0.507 1.824 1.336
H 1.365 -1.339 -1.729
H 0.613 2.345 -1.171
H -1.279 0.570 2.016
H -1.924 -0.809 -1.031
H 2.077 0.279 -0.847
H 0.645 -0.178 2.253
H 1.763 -1.381 1.303
H 0.144 2.426 0.257
H 2.504 -0.756 0.395
H -0.575 -1.220 -1.798
H 0.056 2.219 -1.467
H -1.662 -0.351 1.934
H 2.150 0.553 1.563
H 1.264 -0.096 -2.183
H 0.571 -2.285 0.786
H -0.266 -2.309 -0.819
H -0.987 1.230 -2.236
H -0.502 2.469 0.877
H 0.371 -1.729 1.714
H -1.244 2.153 -0.401
H -0.407 -1.241 -1.889
H -1.361 -2.117 -0.983
H 1.322 0.053 1.856
H -0.175 2.342 -0.806
H -2.236 -1.326 -0.362
H 0.749 1.311 1.107
H 1.260 -2.222 0.397
H -0.985 2.763 0.485
C -0.562 0.971 -0.528
C -3.940 6.474 -3.285
N 4.728 -7.922 4.104
H -0.092 0.079 -0.198
H 0.011 0.224 -0.029
H -0.179 0.132 0.001
C -0.031 0.126 1.274
C -0.319 1.066 8.129
N 0.312 -1.214 -9.930
H -0.075 -0.105 0.192
H -0.057 0.181 0.109
H 0.124 0.021 0.196
C -1.276 0.023 -0.039
C -8.351 0.145 -0.061
N 10.129 -0.192 0.083
H -0.173 -0.102 0.088
H -0.227 0.025 -0.138
H -0.184 0.114 0.050
C 0.425 -0.914 -0.614
C 2.575 -6.668 -3.757
N -2.976 8.544 4.634
H -0.070 -0.272 -0.164
H -0.023 -0.233 0.081
H 0.095 -0.059 -0.205
C -0.773 -0.171 0.956
C -5.183 -0.998 6.429
N 6.436 1.254 -7.749
H -0.033 -0.115 0.201
H -0.212 -0.074 0.061
H -0.139 0.107 0.168
C 0.081 1.006 -0.774
C 0.876 5.403 -6.143
N -1.308 -6.606 7.544
H 0.331 0.291 -0.074
H -0.108 0.117 -0.161
H 0.099 0.155 -0.200
C 0.670 0.768 -0.663
C 4.557 5.151 -4.445
N -5.763 -6.597 5.260
H 0.148 0.179 0.012
H -0.012 0.153 -0.174
H 0.149 0.049 -0.103
C 0.683 0.806 -0.642
C 4.608 5.228 -4.479
N -5.653 -6.415 5.411
H 0.139 0.165 0.014
H 0.031 0.102 -0.168
H 0.167 0.020 -0.151
C -0.330 0.079 -1.192
C -2.204 0.481 -8.008
N 2.697 -0.598 9.721
H 0.041 -0.094 -0.205
H 0.013 0.140 -0.169
H -0.178 -0.039 -0.136
C 0.682 0.795 -0.700
C 4.675 5.257 -4.449
N -5.530 -6.422 5.588
H 0.117 0.182 0.017
H -0.017 0.147 -0.169
H 0.156 0.000 -0.147
C -0.382 0.108 -1.226
C -2.177 0.447 -8.016
N 2.655 -0.574 9.801
H 0.086 -0.089 -0.177
H 0.019 0.127 -0.176
H -0.177 -0.033 -0.112
C -0.266 -0.308 1.157
C -1.668 -2.190 7.806
N 2.083 2.599 -9.494
H -0.043 0.101 0.175
H 0.097 -0.077 0.196
H -0.107 -0.155 0.104
C -1.300 0.240 0.367
C -6.980 0.259 1.244
N 16.852 -1.682 -4.090
H -0.060 -0.129 0.126
H -0.192 0.160 -0.173
H -0.263 0.082 0.081
C -1.161 0.468 -0.047
C -7.597 2.976 -0.238
N 9.234 -3.690 0.237
H -0.150 -0.019 0.110
H -0.186 0.036 -0.133
H -0.142 0.141 0.008
C 1.222 -0.306 -0.370
C 7.662 -1.886 -2.584
N -9.298 2.305 3.079
H 0.217 0.048 0.038
H 0.070 0.007 -0.217
H 0.150 -0.166 -0.014
C -0.298 0.100 -1.243
C -2.242 0.473 -8.048
N 2.689 -0.593 9.733
H 0.069 -0.109 -0.183
H 0.002 0.162 -0.148
H -0.193 -0.033 -0.064
C 0.081 0.833 -0.916
C 0.443 5.648 -6.109
N -0.537 -6.861 7.410
H 0.123 0.135 -0.097
H -0.057 0.153 -0.064
H -0.040 0.030 -0.221
C 0.155 0.808 -0.910
C 0.992 5.465 -6.126
N -1.130 -6.619 7.543
H 0.111 0.172 -0.056
H -0.102 0.178 -0.114
H 0.016 0.014 -0.236
C 1.037 -0.593 0.145
C 7.176 -3.980 1.088
N -8.697 4.910 -1.306
H 0.223 -0.003 -0.058
H 0.116 -0.159 0.008
H 0.153 -0.087 0.140

Properties
Electronic energy, eV: -125140.306
Frontier orbital gap, eV: 4.98

---

> The highest frontier orbital gap belongs to which entry?

C3H4O3

---

Please write out number 1 again, unchanged.
The following is a quantum chemistry calculation of 2 unconnected molecules or ions with the total composition C3H4O3, from the Open Molecules 2025 dataset.

Each line ends with the natural charge from an NBO analysis.
Cartesian coordinates (Å):
C -0.03749 -1.90669 -1.91015  -0.138
C 0.72690 -1.54117 -1.05789  -0.330
C 0.07874 1.38407 0.89672  0.980
O 1.15141 1.59240 0.40977  -0.610
O -0.66125 2.36162 1.54008  -0.682
O -0.56795 0.17130 0.75900  -0.721
H -0.99722 -2.28140 -2.18913  0.238
H 1.66875 -1.24692 -0.75243  0.252
H -1.46502 1.89764 2.01561  0.500
H 0.10313 -0.43086 0.28842  0.511

Atomic forces in eV per Å
C -1.545 -0.337 1.088
C 0.445 -0.468 -1.613
C -0.903 -0.114 -0.452
O -0.190 0.211 0.448
O -1.372 -2.960 0.744
O 1.305 0.763 0.302
H 0.150 -0.015 -0.755
H 1.344 0.529 0.971
H 2.254 1.262 -1.496
H -1.488 1.130 0.764

Properties
Electronic energy, eV: -9315.928
SMILES string: O=C(O)O.C#C
ΔE to the lowest compared entry with this formula, charge and spin, kcal per mole: 63.9
Frontier orbital gap, eV: 11.56

---

> What is the frontier orbital gap in the first record?

11.56 eV